Density functional theory data (ωB97M-V/def2-TZVPD) for C16H44BeBrCl3K2N2O10SSi2 as an isolated structure.

Last column: Löwdin charge in e.
Cartesian coordinates (Å):
N (4.51, -0.25, -4.46)  0.01
C (3.66, -0.69, -3.36)  -0.29
C (2.30, -0.03, -3.39)  -0.25
C (2.30, 1.43, -3.82)  -0.32
Si (2.74, 2.64, -2.56)  0.41
N (3.03, 1.88, -0.99)  -0.18
O (4.09, 3.53, -3.02)  -0.38
Si (5.49, 3.27, -2.31)  0.47
H (4.93, 0.64, -4.24)  0.04
H (5.29, -0.88, -4.55)  0.07
H (3.52, -1.75, -3.49)  0.11
H (4.14, -0.59, -2.39)  0.09
H (1.87, -0.09, -2.40)  0.09
H (1.65, -0.57, -4.06)  0.09
H (1.26, 1.65, -4.03)  -0.10
H (2.85, 1.58, -4.74)  0.08
H (1.63, 3.58, -2.30)  0.03
H (3.45, 0.97, -1.11)  0.02
H (2.12, 1.75, -0.56)  0.05
H (5.59, 1.80, -2.07)  -0.01
H (5.53, 3.92, -0.98)  -0.17
H (6.66, 3.76, -3.04)  -0.04
C (0.74, -1.76, 2.83)  -0.09
O (0.06, -2.52, 1.86)  -0.20
C (0.27, -2.22, 0.51)  -0.21
C (-0.02, -3.51, -0.25)  -0.17
O (1.02, -4.49, -0.16)  -0.14
C (1.26, -5.11, 1.12)  -0.17
C (0.25, -6.09, 1.67)  -0.21
O (-0.89, -5.44, 2.19)  -0.22
C (-2.00, -6.30, 2.27)  -0.11
H (0.41, -0.73, 2.87)  0.01
H (0.49, -2.22, 3.79)  0.07
H (1.83, -1.82, 2.69)  0.09
H (1.31, -1.90, 0.32)  0.12
H (-0.41, -1.42, 0.18)  0.12
H (-0.12, -3.28, -1.32)  0.12
H (-0.98, -3.90, 0.09)  0.12
H (1.42, -4.34, 1.86)  0.11
H (2.19, -5.66, 0.99)  0.12
H (0.75, -6.64, 2.48)  0.13
H (-0.07, -6.81, 0.90)  0.12
H (-2.25, -6.71, 1.28)  0.08
H (-2.83, -5.71, 2.65)  0.08
H (-1.81, -7.13, 2.97)  0.09
K (4.43, 3.41, 0.37)  0.86
O (-1.32, 3.47, -2.24)  -0.29
S (-1.85, 4.77, -2.37)  0.55
O (-2.46, 5.40, -1.25)  -0.26
O (-2.90, 4.81, -3.59)  -0.25
C (-3.94, 3.84, -3.63)  -0.37
C (-4.96, 4.03, -2.53)  -0.12
C (-0.69, 5.86, -3.11)  -0.12
H (-3.54, 2.83, -3.61)  -0.04
H (-4.44, 3.96, -4.60)  0.11
H (-4.53, 3.85, -1.54)  0.09
H (-5.80, 3.33, -2.68)  -0.11
H (-5.34, 5.05, -2.53)  0.09
H (-0.27, 5.37, -3.99)  0.08
H (0.08, 6.03, -2.36)  0.07
H (-1.19, 6.78, -3.37)  0.08
Cl (-0.41, 1.52, 2.24)  0.51
C (-1.56, 1.14, 3.58)  -0.69
C (-2.26, 2.31, 4.15)  -0.68
Cl (-1.14, 3.35, 5.07)  0.47
H (-0.99, 0.62, 4.34)  -0.02
H (-2.27, 0.44, 3.16)  0.06
H (-3.00, 1.95, 4.86)  0.07
H (-2.75, 2.93, 3.40)  0.06
Br (-0.83, 1.27, -4.95)  -0.21
K (-3.80, 1.60, -4.95)  0.67
O (-2.77, -1.15, 4.81)  -0.10
H (-3.27, -1.93, 4.45)  0.00
C (-0.69, -2.89, 6.06)  0.02
C (-1.32, -3.89, 5.01)  -0.68
O (-0.51, -4.72, 4.59)  0.06
O (-2.51, -3.71, 4.77)  0.09
H (0.38, -3.06, 6.25)  0.08
H (-0.86, -1.84, 5.61)  0.07
H (-1.24, -3.00, 6.99)  0.09
Be (-7.84, 3.35, -3.22)  0.34
Cl (-0.92, 1.11, 6.87)  -0.28

The electronic energy comes out at -7643.94841 Eh. The value obtained for the HOMO energy is -6.360 eV. For the LUMO energy, the calculation gives -3.24 eV. As for the spin multiplicity: 1. For the orbital gap, the calculation gives 3.12 eV.